## A
Molecular formula: C3H12N6
Method: DFT, ωB97M-V/def2-TZVPD

Last column: natural (NBO) charge in e.
CARTESIAN COORDINATES (ANGSTROEM)
C -0.34 -1.38 0.13  0.04
C -1.43 -0.78 -0.81  0.51
C 0.46 0.68 1.19  -0.09
N 0.45 -0.78 0.91  -0.01
N -2.47 -1.58 -0.87  -0.70
N 1.51 -1.26 1.52  -0.52
N 1.18 1.43 -1.02  -0.70
N -1.48 0.48 -1.24  -0.73
N 1.48 1.22 0.38  -0.49
H -0.27 -2.48 -0.01  0.25
H -0.59 1.04 1.01  0.22
H 0.54 0.83 2.25  0.26
H -2.46 -2.49 -0.33  0.46
H -3.33 -1.20 -1.37  0.46
H 1.83 -0.64 2.28  0.44
H 1.65 -2.36 1.47  0.45
H 2.11 1.32 -1.54  0.42
H 0.97 2.52 -1.16  0.39
H -2.32 0.66 -1.81  0.43
H -0.57 1.10 -1.36  0.48
H 2.11 1.93 0.87  0.42

Properties
- Charge: +2
- HOMO level: -17.676 eV
- Kohn-Sham gap: 8.653 eV
- Spin multiplicity: 1

---

## B
Molecular formula: C3H12N6
Method: DFT, ωB97M-V/def2-TZVPD

Last column: natural (NBO) charge in e.
CARTESIAN COORDINATES (ANGSTROEM)
C -0.26 0.23 1.89  0.71
C 0.82 -1.85 1.25  0.23
C 2.69 0.45 -0.32  0.21
N -0.71 1.32 2.01  -0.55
N 0.30 -0.80 1.70  -0.44
N 1.87 -0.51 -0.59  -0.34
N 2.32 1.33 0.65  -0.79
N -3.68 1.88 -4.08  -0.90
N 2.00 -1.45 -1.49  -0.64
H 1.56 -2.27 1.76  0.21
H 0.47 -2.39 0.33  0.23
H 3.57 0.68 -0.97  0.20
H -3.08 2.69 -3.75  0.47
H 1.41 1.27 1.21  0.38
H 3.16 1.51 1.19  0.40
H -3.97 2.29 -5.01  0.47
H -4.59 1.66 -3.66  0.48
H -2.95 1.15 -4.26  0.47
H 1.14 -1.85 -1.83  0.38
H 2.87 -1.38 -2.08  0.38
H -0.38 1.98 2.63  0.43

Properties
- Charge: +2
- HOMO level (spin up / spin down): -13.696 / -13.697 eV
- Kohn-Sham gap (spin up / spin down): 5.936 / 5.938 eV
- Spin multiplicity: 1

---

## C
Molecular formula: C3H12N6
Method: DFT, ωB97M-V/def2-TZVPD

Last column: natural (NBO) charge in e.
CARTESIAN COORDINATES (ANGSTROEM)
C -0.85 1.41 0.25  0.25
C 1.52 1.20 0.05  -0.11
C 0.30 -0.90 -0.70  0.40
N 0.31 1.89 0.06  -0.47
N -1.13 0.13 0.42  -0.48
N 1.43 -0.28 -0.09  -0.27
N 0.04 -0.49 -1.99  -0.72
N -2.55 -0.23 0.47  -0.55
N 1.86 -0.96 1.05  -0.54
H -1.72 2.11 0.37  0.19
H 2.02 1.46 -0.86  0.25
H 2.21 1.56 0.88  0.24
H 0.12 -1.89 -0.44  0.22
H -0.73 -1.09 -2.51  0.44
H 0.29 0.27 -2.47  0.43
H -2.80 -1.16 0.04  0.45
H -3.12 0.55 -0.17  0.44
H -2.97 -0.17 1.38  0.44
H 2.48 -1.79 0.94  0.47
H 1.10 -1.49 1.60  0.44
H 2.19 -0.13 1.71  0.49

Properties
- Charge: +2
- HOMO level: -16.681 eV
- Kohn-Sham gap: 9.170 eV
- Spin multiplicity: 1

---

Least stable of them? C.

---

## A
Molecular formula: C4H8NO3
Method: DFT, ωB97M-V/def2-TZVPD

Last column: natural (NBO) charge in e.
CARTESIAN COORDINATES (ANGSTROEM)
N -1.33 -2.70 -1.47  -0.92
C -0.65 -1.71 -0.66  0.86
O -1.36 -1.05 0.17  -0.82
O 0.57 -1.54 -0.85  -0.82
H -0.70 -3.44 -1.79  0.36
H -2.26 -2.98 -1.14  0.37
O 2.26 2.30 -0.58  -0.59
C 1.49 1.35 -0.50  0.46
C 0.93 0.92 0.84  -0.55
C -0.33 1.72 1.20  -0.60
H 1.18 0.70 -1.34  0.15
H 1.70 0.87 1.61  0.19
H 0.61 -0.11 0.72  0.30
H -0.19 2.80 1.39  0.18
H -0.89 1.31 2.07  0.21
H -1.02 1.56 0.32  0.23

Properties
- Charge: -1
- HOMO level: -4.428 eV
- Kohn-Sham gap: 8.503 eV
- Spin multiplicity: 1

---

## B
Molecular formula: C4H8NO3
Method: DFT, ωB97M-V/def2-TZVPD

Last column: natural (NBO) charge in e.
CARTESIAN COORDINATES (ANGSTROEM)
O 0.84 -0.28 -2.43  -0.58
C 0.45 0.30 -1.41  0.41
C 0.03 -0.61 -0.35  -0.19
C 1.11 -0.81 0.71  -0.08
O 2.35 -1.29 0.17  -0.72
N -1.16 -0.01 0.28  -0.74
C -1.34 1.13 1.37  0.20
O -2.51 1.51 1.25  -0.88
H 0.44 1.40 -1.32  0.13
H -0.46 -1.49 -0.81  0.21
H 1.12 0.18 1.15  0.17
H 0.86 -1.39 1.55  0.18
H 2.98 -0.51 0.28  0.46
H -1.99 -0.08 -0.29  0.37
H -0.48 1.89 1.32  0.03
H -1.25 0.54 2.36  0.03

Properties
- Charge: -1
- SMILES: O=C[C@@H](CO)NC[O-]
- HOMO level: -2.762 eV
- Kohn-Sham gap: 6.170 eV
- Spin multiplicity: 1

---

## C
Molecular formula: C4H8NO3
Method: DFT, ωB97M-V/def2-TZVPD

Last column: natural (NBO) charge in e.
CARTESIAN COORDINATES (ANGSTROEM)
C 1.17 0.70 -1.15  -0.73
C 1.20 2.00 -0.39  0.68
O 1.73 3.02 -0.81  -0.67
N 0.70 1.91 0.88  -0.83
H 0.56 2.79 1.34  0.37
H 0.06 1.16 1.05  0.44
H 0.16 0.53 -1.54  0.24
H 1.32 -0.16 -0.49  0.27
H 1.80 0.73 -2.03  0.21
C -2.40 -2.28 -0.05  -0.74
C -0.98 -1.86 0.45  0.78
O -0.08 -2.67 0.13  -0.78
O -0.85 -0.74 0.98  -0.83
H -2.42 -3.36 -0.23  0.20
H -2.39 -1.82 -1.04  0.20
H -3.24 -2.00 0.57  0.19

Properties
- Charge: -1
- HOMO level: -4.452 eV
- Kohn-Sham gap: 8.330 eV
- Spin multiplicity: 1

---

## D
Molecular formula: C4H8NO3
Method: DFT, ωB97M-V/def2-TZVPD

Last column: natural (NBO) charge in e.
CARTESIAN COORDINATES (ANGSTROEM)
C 0.90 -0.17 2.06  -0.75
C -0.61 -0.59 2.03  0.76
O -1.38 0.23 1.49  -0.81
O -0.85 -1.68 2.58  -0.78
H 1.12 -0.14 3.13  0.21
H 1.00 0.79 1.56  0.18
H 1.53 -0.90 1.58  0.20
C -0.28 -0.83 -1.43  -0.72
C -0.22 0.47 -2.19  0.68
O -0.50 0.57 -3.38  -0.67
N 0.09 1.56 -1.44  -0.83
H 0.05 2.45 -1.93  0.39
H 0.09 1.50 -0.43  0.42
H -1.33 -1.06 -1.34  0.25
H 0.02 -0.64 -0.40  0.24
H 0.37 -1.56 -1.89  0.22

Properties
- Charge: -1
- HOMO level: -4.356 eV
- Kohn-Sham gap: 8.111 eV
- Spin multiplicity: 1

---

Least stable of them? B.

---

## A
Molecular formula: C4H8NO3
Method: DFT, ωB97M-V/def2-TZVPD

Last column: natural (NBO) charge in e.
CARTESIAN COORDINATES (ANGSTROEM)
C 1.98 1.62 -0.76  -0.70
C 1.76 0.13 -0.56  0.66
O 2.23 -0.70 -1.33  -0.66
N 0.96 -0.19 0.46  -0.80
H 1.21 2.11 -0.18  0.21
H 2.08 1.90 -1.80  0.23
H 0.72 -1.13 0.76  0.43
H 0.53 0.50 1.04  0.40
H 2.94 1.83 -0.32  0.22
C -1.97 -0.51 -0.12  -0.75
C -2.16 -1.40 1.13  0.75
O -1.43 -1.11 2.11  -0.82
O -3.10 -2.22 1.07  -0.76
H -2.18 -1.03 -1.06  0.20
H -0.98 -0.17 -0.43  0.20
H -2.60 0.37 -0.01  0.20

Properties
- Charge: -1
- HOMO level: -4.244 eV
- Kohn-Sham gap: 7.670 eV
- Spin multiplicity: 1

---

## B
Molecular formula: C4H8NO3
Method: DFT, ωB97M-V/def2-TZVPD

Last column: natural (NBO) charge in e.
CARTESIAN COORDINATES (ANGSTROEM)
C 1.63 2.29 1.66  -0.73
C 1.40 1.43 0.42  0.76
O 0.73 1.88 -0.53  -0.78
O 1.87 0.25 0.53  -0.83
H 2.63 2.76 1.61  0.20
H 1.46 1.83 2.62  0.20
H 0.92 3.12 1.54  0.20
C -1.64 -2.33 -0.27  -0.71
C -1.52 -1.03 -1.03  0.67
O -2.47 -0.42 -1.51  -0.66
N -0.27 -0.75 -1.55  -0.80
H -0.14 0.09 -2.07  0.42
H 0.52 -1.18 -1.10  0.41
H -1.83 -3.12 -1.00  0.22
H -2.53 -2.25 0.37  0.22
H -0.77 -2.57 0.32  0.22

Properties
- Charge: -1
- HOMO level: -4.136 eV
- Kohn-Sham gap: 7.965 eV
- Spin multiplicity: 1

---

## C
Molecular formula: C4H8NO3
Method: DFT, ωB97M-V/def2-TZVPD

Last column: natural (NBO) charge in e.
CARTESIAN COORDINATES (ANGSTROEM)
O -2.02 0.84 0.72  -0.65
C -1.32 0.68 -0.27  0.45
C 0.19 0.54 -0.18  -0.19
C 0.64 0.35 1.28  -0.07
O 0.89 1.64 1.87  -0.75
N 0.81 -0.38 -1.11  -0.67
C -0.02 -1.63 -1.11  0.12
O -1.29 -1.44 -1.45  -0.90
H -1.76 0.82 -1.26  0.13
H 0.54 1.55 -0.42  0.21
H -0.08 -0.26 1.81  0.18
H 1.61 -0.15 1.26  0.17
H 0.42 1.73 2.71  0.47
H 0.78 0.06 -2.02  0.34
H 0.10 -2.01 -0.07  0.07
H 0.53 -2.34 -1.75  0.09

Properties
- Charge: -1
- SMILES: O=C[C@@H](CO)NC[O-]
- HOMO level: -3.178 eV
- Kohn-Sham gap: 6.863 eV
- Spin multiplicity: 1

---

## D
Molecular formula: C4H8NO3
Method: DFT, ωB97M-V/def2-TZVPD

Last column: natural (NBO) charge in e.
CARTESIAN COORDINATES (ANGSTROEM)
O 0.63 0.95 0.02  -0.80
C -0.40 0.21 0.01  0.60
N -0.56 -0.77 0.86  -0.85
C 1.11 -0.99 2.40  0.29
O 0.82 -1.72 3.36  -0.68
C -1.33 0.43 -1.18  -0.52
C -0.62 0.43 -2.55  -0.04
O 0.36 1.43 -2.57  -0.77
H -1.48 -1.22 0.88  0.33
H 0.97 0.07 2.65  0.12
H 1.65 -1.34 1.52  0.13
H -2.12 -0.34 -1.12  0.18
H -1.85 1.40 -1.14  0.20
H -0.11 -0.50 -2.82  0.15
H -1.36 0.72 -3.31  0.15
H 0.98 1.39 -1.82  0.51

Properties
- Charge: -1
- HOMO level: -4.272 eV
- Kohn-Sham gap: 8.222 eV
- Spin multiplicity: 1

---

Least stable of them? C.

---

## A
Molecular formula: C4H8NO3
Method: DFT, ωB97M-V/def2-TZVPD

Last column: natural (NBO) charge in e.
CARTESIAN COORDINATES (ANGSTROEM)
C -0.15 -2.64 0.37  -0.76
C 0.90 -1.95 -0.57  0.76
O 0.50 -1.71 -1.73  -0.81
O 2.02 -1.71 -0.06  -0.79
H -1.13 -2.50 -0.05  0.20
H 0.00 -2.37 1.41  0.20
H 0.09 -3.71 0.34  0.20
C -0.10 0.84 0.58  -0.72
C -0.77 2.18 0.48  0.68
O -0.65 3.08 1.31  -0.65
N -1.55 2.34 -0.63  -0.84
H -2.03 3.21 -0.79  0.38
H -1.82 1.55 -1.19  0.40
H -0.80 0.09 0.23  0.23
H 0.04 0.62 1.63  0.23
H 0.77 0.72 -0.06  0.28

Properties
- Charge: -1
- HOMO level: -4.193 eV
- Kohn-Sham gap: 7.706 eV
- Spin multiplicity: 1

---

## B
Molecular formula: C4H8NO3
Method: DFT, ωB97M-V/def2-TZVPD

Last column: natural (NBO) charge in e.
CARTESIAN COORDINATES (ANGSTROEM)
C -2.03 2.51 -1.10  -0.73
C -2.17 1.00 -0.92  0.76
O -1.08 0.36 -0.96  -0.85
O -3.31 0.53 -0.81  -0.76
H -2.67 3.16 -0.50  0.20
H -2.41 2.76 -2.08  0.20
H -1.01 2.86 -1.08  0.20
C 1.83 -2.52 1.14  -0.71
C 2.07 -1.05 0.81  0.67
O 3.20 -0.59 0.96  -0.67
N 0.98 -0.32 0.52  -0.81
H 1.23 0.60 0.18  0.40
H 0.16 -0.70 0.05  0.45
H 0.90 -2.59 1.73  0.22
H 2.60 -2.86 1.82  0.22
H 1.73 -3.15 0.25  0.22

Properties
- Charge: -1
- HOMO level: -4.452 eV
- Kohn-Sham gap: 8.131 eV
- Spin multiplicity: 1

---

## C
Molecular formula: C4H8NO3
Method: DFT, ωB97M-V/def2-TZVPD

Last column: natural (NBO) charge in e.
CARTESIAN COORDINATES (ANGSTROEM)
C 1.33 1.84 -2.40  -0.73
C 1.19 1.06 -1.08  0.77
O 0.13 1.27 -0.41  -0.81
O 2.19 0.45 -0.69  -0.78
H 1.69 1.14 -3.15  0.20
H 2.06 2.63 -2.19  0.21
H 0.40 2.31 -2.70  0.20
C -2.08 -1.12 1.46  -0.71
C -0.70 -1.70 1.67  0.66
O -0.59 -2.81 2.19  -0.69
N 0.32 -0.89 1.34  -0.83
H 1.26 -1.20 1.11  0.41
H 0.09 -0.12 0.69  0.44
H -2.01 -0.10 1.09  0.22
H -2.66 -1.11 2.37  0.21
H -2.61 -1.68 0.69  0.22

Properties
- Charge: -1
- HOMO level: -4.827 eV
- Kohn-Sham gap: 8.829 eV
- Spin multiplicity: 1

---

Least stable of them? A.